A cluster of 2 separate species, C5H9NO in total. Source: OMol25; level of theory: ωB97M-V/def2-TZVPD.

Summary:
- HOMO level (alpha / beta): -7.6 / -7.2 eV
- Gap between HOMO and LUMO (alpha / beta): 0.289 / 0.255 Eh

Bonds (Å) are listed after each position.
CARTESIAN COORDINATES (ANGSTROEM)
1 C 1.678 0.747 1.317  H8 1.085, H9 1.082, H10 1.083
2 C 0.357 0.678 -0.798  C3 1.535, C5 1.394, H11 1.082
3 C -0.138 -0.224 -1.937  C2 1.535, C4 1.570, H12 1.096, H13 1.097
4 C -1.254 -0.751 -0.967  C3 1.570, C5 1.502, H14 1.093, H15 1.092
5 C -0.500 0.017 0.080  C2 1.394, C4 1.502, N6 1.307
6 N -0.185 -0.276 1.315  C5 1.307, O7 1.415
7 O -1.173 -0.990 2.033  N6 1.415, H16 0.968
8 H 2.126 1.514 0.695  C1 1.085
9 H 2.133 -0.232 1.247  C1 1.082
10 H 1.445 1.080 2.320  C1 1.083
11 H 0.639 1.719 -0.898  C2 1.082
12 H -0.509 0.294 -2.828  C3 1.096
13 H 0.553 -1.015 -2.252  C3 1.097
14 H -1.323 -1.824 -0.771  C4 1.093
15 H -2.237 -0.342 -1.213  C4 1.092
16 H -1.611 -0.394 2.656  O7 0.968

Atomic partial charges in e from the Löwdin method, atoms 1 to 4: 0.09, -0.06, -0.15, -0.09

An isolated molecule of C5H9NO. Source: OMol25; level of theory: ωB97M-V/def2-TZVPD.

Summary:
- HOMO level: -7.0 eV
- Gap between HOMO and LUMO: 0.246 Eh

Bonds (Å) are listed after each position.
CARTESIAN COORDINATES (ANGSTROEM)
1 C 2.129 0.326 -0.140  C2 1.507, H8 1.100, H9 1.100, H10 1.094
2 C 0.681 -0.084 -0.068  C1 1.507, C3 1.509, C6 1.357
3 C 0.260 -0.783 1.201  C2 1.509, H11 1.100, H12 1.095, H13 1.102
4 C -2.257 0.604 -0.001  N5 1.268, H14 1.088, H15 1.090
5 N -1.658 -0.117 -0.854  C4 1.268, C6 1.640, H16 1.020
6 C -0.066 0.091 -1.187  C2 1.357, N5 1.640, O7 1.226
7 O 0.042 0.425 -2.362  C6 1.226
8 H 2.809 -0.538 -0.189  C1 1.100
9 H 2.409 0.898 0.757  C1 1.100
10 H 2.319 0.954 -1.015  C1 1.094
11 H 0.946 -1.615 1.414  C3 1.100
12 H -0.743 -1.219 1.154  C3 1.095
13 H 0.297 -0.127 2.086  C3 1.102
14 H -3.341 0.617 0.098  C4 1.088
15 H -1.633 1.220 0.647  C4 1.090
16 H -2.193 -0.650 -1.540  N5 1.020

Atomic partial charges in e from the Löwdin method, atoms 1 to 4: -0.08, -0.33, -0.11, 0.08

A cluster of 2 separate species, C5H9NO in total at a distorted geometry. Source: OMol25; level of theory: ωB97M-V/def2-TZVPD.

Summary:
- HOMO level: -8.0 eV
- Gap between HOMO and LUMO: 0.331 Eh

Bonds (Å) are listed after each position.
CARTESIAN COORDINATES (ANGSTROEM)
1 C 1.092 -0.428 -0.262  C2 1.498, H7 1.100, H8 1.126, H9 1.091
2 C -0.079 -0.109 -1.140  C1 1.498, C3 1.428, C6 1.415
3 C -0.410 1.175 -1.671  C2 1.428, C4 1.363, H10 1.084
4 C -1.234 1.057 -2.750  C3 1.363, N5 1.364, H11 1.072
5 N -1.480 -0.279 -2.881  C4 1.364, C6 1.359, H12 1.005
6 C -0.865 -1.001 -1.908  C2 1.415, N5 1.359, H13 1.074
7 H 1.119 0.124 0.689  C1 1.100
8 H 1.967 0.007 -0.821  C1 1.126
9 H 1.332 -1.486 -0.147  C1 1.091
10 H 0.033 2.074 -1.258  C3 1.084
11 H -1.755 1.816 -3.299  C4 1.072
12 H -1.884 -0.674 -3.712  N5 1.005
13 H -1.073 -2.027 -1.667  C6 1.074
14 O 1.070 0.273 7.021  H15 0.959, H16 0.955
15 H 1.858 -0.272 7.028  O14 0.959
16 H 0.309 -0.250 6.777  O14 0.955

Atomic partial charges in e from the Löwdin method, atoms 1 to 4: -0.07, -0.29, -0.09, -0.13

A cluster of 2 separate species, C5H9NO in total at a distorted geometry. Source: OMol25; level of theory: ωB97M-V/def2-TZVPD.

Summary:
- HOMO level: -8.0 eV
- Gap between HOMO and LUMO: 0.324 Eh

Bonds (Å) are listed after each position.
CARTESIAN COORDINATES (ANGSTROEM)
1 C -2.937 0.338 1.068  C2 1.468, H7 1.088, H8 1.138, H9 1.095
2 C -1.833 0.217 0.108  C1 1.468, C3 1.438, C6 1.379
3 C -0.559 -0.421 0.297  C2 1.438, C4 1.369, H10 1.081
4 C 0.156 -0.214 -0.852  C3 1.369, N5 1.401, H11 1.080
5 N -0.630 0.546 -1.729  C4 1.401, C6 1.362, H12 1.004
6 C -1.854 0.744 -1.166  C2 1.379, N5 1.362, H13 1.091
7 H -2.707 0.146 2.114  C1 1.088
8 H -3.451 1.348 1.175  C1 1.138
9 H -3.814 -0.146 0.625  C1 1.095
10 H -0.339 -1.152 1.063  C3 1.081
11 H 1.026 -0.529 -1.408  C4 1.080
12 H -0.257 0.787 -2.629  N5 1.004
13 H -2.670 1.192 -1.736  C6 1.091
14 O 5.842 -0.808 1.631  H15 0.963, H16 0.960
15 H 6.256 -1.579 2.031  O14 0.963
16 H 5.477 -1.142 0.808  O14 0.960

Atomic partial charges in e from the Löwdin method, atoms 1 to 4: -0.09, -0.32, -0.06, -0.13

Question: Number 3 is which compound?
Answer: C5H9NO